The following is a quantum chemistry calculation of a cluster of 7 separate species, C19H51NO12 in total at a distorted geometry, from the OMol25 dataset.

Geometry as XYZ:
```
83
Properties=species:S:1:pos:R:3:lowdin_spin:R:1
O 27.69080 -6.16440 8.69365 0.046
H 28.16245 -5.34914 8.86434 0.032
H 27.27528 -6.38054 9.52844 0.010
C 25.55820 1.44792 9.26977 0.004
C 25.27787 0.05837 8.60011 0.001
C 24.63046 0.52038 7.26482 0.001
C 24.37644 -0.69338 6.29491 0.001
C 25.79784 -1.37536 6.00522 0.002
C 26.45229 -1.83870 7.36110 0.002
N 26.49676 -0.67529 8.33897 0.002
O 27.28711 -0.85804 9.43321 0.053
C 25.62139 -3.01625 7.99972 0.010
C 27.83655 -2.36255 6.90091 0.012
C 24.12219 -0.58425 9.50487 0.007
H 26.12131 1.38749 10.20110 0.001
H 24.66135 2.01017 9.52986 0.000
H 26.08796 2.12811 8.60285 0.001
H 23.74688 1.12099 7.48083 0.000
H 25.23059 1.17480 6.63263 0.000
H 24.02525 -0.30469 5.33904 0.000
H 23.64825 -1.34446 6.77859 0.000
H 26.50637 -0.84458 5.36932 0.001
H 25.41883 -2.16993 5.36246 0.000
H 26.07458 -3.37376 8.92434 0.011
H 24.61264 -2.65672 8.20283 0.001
H 25.38064 -3.88001 7.38000 0.002
H 28.60421 -2.43532 7.67131 0.005
H 27.77907 -3.38976 6.54089 0.002
H 28.36754 -1.76160 6.16268 0.003
H 24.33802 -1.35162 10.24829 0.006
H 23.23428 -0.96325 8.99883 0.001
H 23.79106 0.17041 10.21828 0.001
H 28.06925 -0.40107 9.11536 0.006
C 30.47619 -7.18275 11.68371 0.069
C 30.81000 -8.64048 11.77436 0.033
O 30.21050 -9.12222 12.97279 0.013
O 30.73786 -6.37821 12.82567 0.123
H 29.47537 -6.92339 11.33844 0.017
H 31.08584 -6.76167 10.88425 0.020
H 31.89193 -8.73618 11.86579 0.006
H 30.47779 -9.30066 10.97317 0.004
H 30.22830 -8.44430 13.65228 0.007
H 31.45250 -5.75266 12.68572 0.045
C 28.10498 -9.70766 7.36307 0.009
C 28.29631 -11.15558 7.67283 0.005
O 29.58554 -11.30222 8.23684 0.006
O 27.36508 -8.90694 8.22153 0.010
H 27.81018 -9.59527 6.31973 0.001
H 28.97465 -9.09333 7.12990 0.004
H 28.20795 -11.74844 6.76244 0.000
H 27.62201 -11.51720 8.44914 0.001
H 29.54661 -11.47723 9.17995 0.002
H 27.96669 -8.35244 8.72372 0.006
C 24.68180 -7.72938 11.03481 0.015
C 25.74351 -6.75950 11.39210 0.049
O 26.96045 -7.24114 11.83919 0.055
O 24.81167 -8.42835 9.71150 0.004
H 23.84260 -7.03418 11.05753 0.003
H 24.47650 -8.44210 11.83355 0.001
H 25.30592 -6.07801 12.12161 0.017
H 26.03030 -6.15561 10.53119 0.011
H 27.46690 -6.64109 12.39151 0.033
H 25.59648 -8.24780 9.18895 0.002
C 31.13654 -4.91857 7.61906 0.033
C 32.46408 -5.34256 6.84697 0.027
O 33.60786 -5.06722 7.66937 0.026
O 31.26620 -3.62336 8.00198 0.048
H 30.90383 -5.43030 8.55291 0.015
H 30.18824 -4.99956 7.08776 0.003
H 32.73946 -4.72862 5.98944 0.002
H 32.51709 -6.37881 6.51309 0.005
H 34.38934 -5.30453 7.16482 0.005
H 32.01835 -3.49503 8.58457 0.020
C 26.74822 -6.61920 3.65837 0.003
C 26.82378 -6.21270 5.09871 0.005
O 28.05311 -6.20048 5.72954 0.006
O 27.13493 -5.65198 2.79633 0.002
H 25.67640 -6.70098 3.47775 0.000
H 27.40529 -7.48840 3.62917 0.000
H 26.28276 -7.03209 5.57198 0.002
H 26.36678 -5.25657 5.35380 0.001
H 27.94791 -6.58794 6.60156 0.004
H 28.08109 -5.57384 2.93878 0.001
```

- highest occupied orbital energy (alpha / beta) (eV) = 0.351 / -6.094
- multiplicity = 2
- Kohn-Sham gap (alpha / beta) (eV) = 2.2 / 8.5
- largest force on an atom (eV Å⁻¹) = 3.670
- net charge = -1
- DFT total energy (eV) = -46582.1012



The following is a quantum chemistry calculation of a cluster of 2 separate species, C7H10N2OS in total at a distorted geometry, from the OMol25 dataset.

Geometry as XYZ:
```
21
Properties=species:S:1:pos:R:3:nbo_charge:R:1
H 0.41975 1.60965 -1.76140 0.274
N 1.05612 1.09503 -0.95445 -0.320
N 0.57137 0.16928 -0.32469 -0.072
C -0.80887 -0.16308 -0.41180 0.047
C -1.46623 -0.46609 0.85020 -0.161
C -2.84279 -0.69579 0.92311 -0.214
C -3.61033 -0.27045 -0.16959 -0.170
C -2.98072 0.01223 -1.38324 -0.204
C -1.61552 0.05213 -1.46873 -0.230
H -0.86167 -0.57219 1.72348 0.225
H -3.33156 -0.86697 1.82825 0.217
H -4.64709 -0.14353 -0.10451 0.211
H -3.61336 0.22946 -2.22686 0.217
H -1.29063 0.34275 -2.39803 0.211
C 3.72443 -0.25475 1.73271 -0.778
S 3.32414 -0.98462 -0.00750 0.482
O 3.65124 0.29644 -0.94860 -0.891
H 3.92721 -1.00416 2.55663 0.226
H 2.91878 0.49670 2.07552 0.208
H 4.69673 0.29910 1.64233 0.223
H 2.77902 0.81887 -1.17283 0.498
```

- highest occupied orbital energy (eV) = -7.622
- SMILES = [H]/N=N\c1ccccc1.CSO
- Kohn-Sham gap (eV) = 7.2
- ΔE to the lowest compared entry with this formula, charge and spin (kJ/mol) = 336.8
- largest force on an atom (eV Å⁻¹) = 3.534
- DFT total energy (eV) = -23280.5380



The following is a quantum chemistry calculation of a cluster of 2 separate species, C4H4ClIO2 in total at a distorted geometry, from the OMol25 dataset.

Geometry as XYZ:
```
12
Properties=species:S:1:pos:R:3:nbo_charge:R:1
C -0.48579 -1.20348 -0.08444 0.707
C -1.76309 0.79594 -0.65675 0.220
C 1.09117 0.50452 0.83387 -0.610
C 0.70887 -0.42055 -0.39053 -0.321
O -0.93915 -2.24649 0.14266 -0.402
O -1.41556 1.66318 -1.35836 -0.550
Cl 2.14858 -1.62325 -0.60894 -0.109
I -3.61178 0.65193 0.34447 0.044
H 1.14573 -0.13302 1.69828 0.227
H 0.29964 1.19374 0.79917 0.238
H 2.21243 0.73321 0.71559 0.257
H 0.60894 0.08427 -1.43502 0.300
```

- highest occupied orbital energy (alpha / beta) (eV) = -8.048 / -8.058
- Kohn-Sham gap (alpha / beta) (eV) = 7.1 / 7.1
- ΔE to the lowest compared entry with this formula, charge and spin (kJ/mol) = 140.0
- largest force on an atom (eV Å⁻¹) = 3.699
- DFT total energy (eV) = -28927.6854